Density functional theory data (wB97M-V/def2-TZVPD) for a single C4H8O3 molecule in a non-equilibrium geometry.

Structure (XYZ):
```
15
C4H8O3 | the OMol25 dataset | wB97M-V/def2-TZVPD
O -0.96725 -0.20219 -1.57965
C -0.24710 0.15077 -0.68420
C -1.13002 1.20923 0.45651
O -2.43925 1.07972 0.04496
C 1.26950 -0.17979 -0.65656
C 1.26149 -1.29189 0.40674
O -0.06389 -1.22063 0.92657
H -1.17229 1.10269 1.57616
H -0.68906 2.19912 0.28580
H -2.37064 0.70148 -0.85301
H 1.58992 -0.52564 -1.64908
H 1.87518 0.69296 -0.39036
H 1.41169 -2.28666 -0.03745
H 2.01269 -1.17699 1.20041
H -0.34097 -0.25219 0.95316
```

F_max ... 2.45 eV/Å
Energy above the lowest of the compared OMol25 structures with the same formula, charge and spin ... 78.46 kcal per mole
SMILES ... O=C(CO)CCO
Frontier orbital gap ... 10.654 eV
Molar mass ... 104.10 g mol⁻¹
HOMO level ... -9.860 eV


Density functional theory data (wB97M-V/def2-TZVPD) for a molecular structure, C4H8O3.

Structure (XYZ):
```
15
C4H8O3 | the OMol25 dataset | wB97M-V/def2-TZVPD
C 2.20073 -0.86539 -0.40183
C 0.36922 -0.61306 -1.53600
O -0.56320 -0.61171 -0.50729
C -0.74690 0.55944 0.14443
O 0.04964 1.46050 0.15195
C -2.05066 0.58873 0.90999
O -2.15092 1.75446 1.67122
H 2.71326 -0.00860 0.04230
H 1.70558 -1.45948 0.36290
H 2.86067 -1.46434 -1.02856
H 0.46953 -1.67020 -1.80739
H 1.48796 -0.16525 -1.18220
H -2.87371 0.50552 0.18373
H -2.09639 -0.30482 1.54705
H -1.37481 2.29418 1.44971
```

F_max ... 0.31 eV/Å
Energy above the lowest of the compared OMol25 structures with the same formula, charge and spin ... 111.78 kcal per mole
Frontier orbital gap ... 9.297 eV
Molar mass ... 104.10 g mol⁻¹
HOMO level ... -8.731 eV


Density functional theory data (wB97M-V/def2-TZVPD) for a single C4H8O3 molecule.

Structure (XYZ):
```
15
C4H8O3 | the OMol25 dataset | wB97M-V/def2-TZVPD
C 2.46138 -0.08152 0.45720
O 1.12870 0.37996 0.20356
C 0.21162 -0.57955 0.06734
O 0.46683 -1.76193 -0.01532
C -1.21990 -0.06805 0.16024
C -1.53594 1.14952 -0.69350
O -2.09735 -1.10969 -0.16678
H 2.52036 -0.46754 1.48002
H 3.10788 0.78854 0.35021
H 2.74138 -0.86565 -0.24816
H -1.32531 0.20954 1.22499
H -0.85427 1.97329 -0.46881
H -2.56336 1.46779 -0.49056
H -1.46680 0.89139 -1.75379
H -1.57524 -1.92611 -0.10664
```

F_max ... 0.48 eV/Å
Energy above the lowest of the compared OMol25 structures with the same formula, charge and spin ... 17.55 kcal per mole
SMILES ... COC(=O)[C@@H](C)O
Frontier orbital gap ... 11.234 eV
Molar mass ... 104.10 g mol⁻¹
HOMO level ... -10.423 eV